{
  "formula": "C38H61Br10N5O2",
  "method": "ωB97M-V with the def2-TZVPD basis set",
  "species": ["C", "C", "C", "O", "C", "H", "H", "H", "H", "H", "H", "H", "H", "C", "C", "C", "O", "C", "H", "H", "H", "H", "H", "H", "H", "H", "Br", "C", "C", "Br", "H", "H", "H", "H", "Br", "C", "C", "Br", "H", "H", "H", "H", "Br", "C", "C", "Br", "H", "H", "H", "H", "Br", "C", "C", "Br", "H", "H", "H", "H", "Br", "C", "C", "Br", "H", "H", "H", "H", "N", "C", "C", "C", "C", "H", "H", "H", "H", "H", "N", "C", "C", "C", "C", "H", "H", "H", "H", "H", "N", "C", "C", "C", "C", "H", "H", "H", "H", "H", "N", "C", "C", "C", "C", "H", "H", "H", "H", "H", "N", "C", "C", "C", "C", "H", "H", "H", "H", "H"],
  "positions_angstrom": [[-23.1306, -35.5212, 23.1762], [-24.6370, -35.4390, 23.0815], [-24.8865, -34.0433, 22.5208], [-23.7579, -33.7568, 21.6944], [-22.5943, -34.4018, 22.2775], [-22.7211, -36.5049, 22.9616], [-22.7131, -35.1472, 24.1164], [-25.2247, -35.5701, 23.9906], [-24.9327, -36.2450, 22.4054], [-24.8130, -33.3994, 23.4076], [-25.8776, -33.8961, 22.0987], [-21.9972, -33.6333, 22.7721], [-22.0098, -34.7794, 21.4383], [-24.2152, -28.2173, 20.5607], [-24.3912, -29.7136, 20.8047], [-25.8895, -29.9289, 20.8823], [-26.5024, -28.7002, 20.5853], [-25.5826, -27.5990, 20.7903], [-23.8519, -28.1060, 19.5385], [-23.4725, -27.7221, 21.1898], [-23.8884, -30.0696, 21.7053], [-23.9848, -30.3033, 19.9833], [-26.2145, -30.3014, 21.8604], [-26.1910, -30.6849, 20.1538], [-25.8102, -27.0293, 21.6926], [-25.9195, -26.9874, 19.9496], [-23.0827, -31.2018, 16.4232], [-21.8528, -32.5690, 17.2245], [-22.6689, -33.4205, 18.2102], [-21.8564, -35.1648, 18.5191], [-21.1392, -31.9794, 17.7944], [-21.4347, -33.1865, 16.4366], [-23.6779, -33.5073, 17.8132], [-22.7565, -32.9010, 19.1620], [-19.2096, -37.2605, 21.5119], [-17.5282, -36.4323, 22.0872], [-17.0308, -35.8887, 20.7334], [-15.3281, -34.8661, 20.8886], [-16.8567, -37.1903, 22.4762], [-17.7566, -35.6269, 22.7780], [-17.7460, -35.1590, 20.3603], [-16.9628, -36.6811, 19.9940], [-16.0388, -24.9599, 18.8962], [-15.8596, -26.8817, 18.4203], [-17.2405, -27.4388, 18.0209], [-17.2145, -29.3394, 17.5034], [-15.4345, -27.4122, 19.2720], [-15.1092, -27.0887, 17.6588], [-17.5998, -26.8758, 17.1619], [-17.9765, -27.2857, 18.8050], [-22.5013, -29.3877, 24.4605], [-21.8602, -31.1923, 24.1180], [-20.8982, -31.5626, 25.2025], [-20.6512, -33.5008, 25.1845], [-21.3940, -31.1903, 23.1358], [-22.7626, -31.7981, 24.1285], [-21.2114, -31.5186, 26.2397], [-19.9499, -31.0572, 25.0326], [-14.3008, -33.0028, 24.1831], [-15.9358, -31.8929, 24.4205], [-16.4283, -31.1569, 23.1337], [-17.8975, -32.2195, 22.3876], [-15.6893, -31.1885, 25.2124], [-16.6058, -32.6194, 24.8690], [-15.7393, -31.0163, 22.3085], [-16.8166, -30.2022, 23.4782], [-20.9970, -24.3715, 18.7155], [-20.5341, -25.6266, 19.0187], [-21.0888, -26.4850, 18.0874], [-21.8388, -25.7243, 17.1761], [-21.8436, -24.4166, 17.6417], [-20.7631, -23.5746, 19.2799], [-19.8295, -25.6690, 19.8346], [-20.8691, -27.5421, 18.1139], [-22.4136, -26.1165, 16.3529], [-22.2538, -23.4638, 17.3488], [-16.7074, -34.1654, 17.3389], [-17.0543, -33.0665, 16.5662], [-18.3097, -33.3684, 16.0679], [-18.6648, -34.6830, 16.4516], [-17.6350, -35.1643, 17.2249], [-15.8349, -34.2446, 17.8350], [-16.4140, -32.2044, 16.4925], [-18.8340, -32.7027, 15.3981], [-19.5498, -35.2379, 16.1869], [-17.5387, -36.1268, 17.6979], [-19.1991, -28.5442, 21.1037], [-19.7406, -28.2138, 22.3418], [-18.6755, -27.9047, 23.1428], [-17.4926, -27.8450, 22.3836], [-17.8314, -28.4105, 21.1745], [-19.6705, -28.9489, 20.3071], [-20.7999, -28.1533, 22.5243], [-18.7705, -27.5947, 24.1742], [-16.4714, -27.7034, 22.6999], [-17.2210, -28.6689, 20.3247], [-21.0511, -28.4806, 15.0318], [-20.7058, -27.1768, 14.7484], [-19.4458, -26.9230, 15.2192], [-18.8961, -28.1465, 15.5649], [-19.8829, -29.0976, 15.4041], [-21.9923, -28.8196, 15.1217], [-21.4934, -26.4704, 14.5299], [-18.9320, -25.9744, 15.2302], [-17.9282, -28.3390, 16.0023], [-19.8474, -30.1352, 15.6990], [-19.5466, -31.6919, 18.7553], [-20.1287, -32.2224, 19.8886], [-21.3037, -31.5396, 20.1091], [-21.2854, -30.4226, 19.2625], [-20.2851, -30.5891, 18.3446], [-18.6861, -31.9925, 18.3248], [-19.5726, -32.9907, 20.3971], [-21.9306, -31.6895, 20.9751], [-21.9646, -29.5823, 19.2602], [-19.9552, -29.9491, 17.5445]],
  "lowdin_charge": [-0.164, -0.167, -0.200, -0.168, -0.210, 0.108, 0.055, 0.113, 0.112, 0.111, 0.122, 0.040, 0.064, -0.156, -0.169, -0.218, -0.145, -0.164, 0.101, 0.102, 0.078, 0.087, 0.114, 0.118, 0.115, 0.117, 0.652, -0.597, -0.667, 0.668, -0.034, 0.048, 0.039, 0.021, 0.639, -0.624, -0.723, 0.559, 0.061, 0.042, 0.015, 0.033, 0.601, -0.636, -0.607, 0.829, 0.043, 0.060, 0.040, 0.028, 0.681, -0.692, -0.665, 0.676, 0.041, 0.042, 0.038, 0.054, 0.546, -0.643, -0.598, 0.677, 0.048, 0.022, 0.052, 0.031, -0.005, -0.126, -0.113, -0.116, -0.114, 0.143, 0.103, 0.082, 0.078, 0.106, 0.012, -0.132, -0.129, -0.115, -0.130, 0.112, 0.084, 0.093, 0.079, 0.105, 0.055, -0.127, -0.135, -0.113, -0.161, 0.105, 0.053, 0.094, 0.098, 0.064, 0.048, -0.156, -0.113, -0.221, -0.166, 0.091, 0.101, 0.106, -0.091, 0.086, 0.038, -0.152, -0.119, -0.150, -0.234, 0.107, 0.054, 0.089, 0.090, 0.048],
  "e_lumo_ev": 0.18,
  "total_charge": 0,
  "energy_ha": -27648.7781,
  "homo_energy_ev": -7.99
}